A 5-piece molecular cluster, C47H99NO16P overall in a non-equilibrium geometry. Source: the OMol25 dataset; level of theory: ωB97M-V/def2-TZVPD.

Computed properties:
LUMO energy   1.90 eV
HOMO energy   -4.677 eV
Total charge   -1
Gap between HOMO and LUMO   6.58 eV

Positions of all 164 atoms, in Å:
C 6.30075 -1.40482 2.36641
C 7.56406 -1.64153 1.34666
C 7.43513 -0.85401 -0.09728
C 6.73818 0.65767 0.04518
C 7.09477 1.64996 -1.22110
C 5.77530 2.23921 -2.01129
C 5.36442 3.73171 -1.37801
C 3.73915 3.69820 -1.15024
C 3.05462 5.13819 -0.78342
P 2.62878 5.38159 1.07591
C 2.05936 5.68408 2.89781
C 2.52421 4.51646 3.94839
O 4.11426 4.62026 1.54612
C 5.12765 5.55853 2.03561
C 6.07711 6.24381 0.88944
N 7.47616 5.64593 1.00051
C 8.35892 6.42392 1.95125
C 9.22269 5.43617 2.98858
C 8.92659 3.84938 2.69955
O 8.78838 5.71750 4.39765
O 1.71020 3.90456 1.12317
C 0.28977 4.09992 0.81400
O -0.21950 4.44082 -0.39183
C -0.86684 3.82286 1.99036
C -0.58171 2.67440 3.14801
C -1.70761 2.32823 4.29332
C -3.13796 3.15330 4.23315
C -3.43761 4.33197 3.09815
C -2.29584 4.68812 1.93146
H 6.32143 -0.34647 2.87039
H 6.21675 -2.24248 3.20219
H 5.30276 -1.46718 1.73972
H 7.59207 -2.79767 1.08916
H 8.55099 -1.38379 1.93230
H 8.53521 -0.77588 -0.53083
H 6.80126 -1.53065 -0.81233
H 7.21576 1.11872 1.03714
H 5.59045 0.50518 0.22069
H 7.88694 1.13252 -1.92775
H 7.65312 2.59398 -0.75358
H 5.87775 2.25828 -3.18146
H 4.87852 1.51122 -1.73961
H 5.84875 3.72722 -0.28696
H 5.75192 4.62214 -2.03282
H 3.51471 2.82447 -0.40704
H 3.27027 3.36382 -2.19605
H 2.04913 5.20089 -1.42433
H 3.70267 6.06281 -1.17156
H 1.43884 6.14524 0.67436
H 3.32797 6.67448 1.07520
H 0.90826 5.95346 2.93787
H 2.62219 6.68124 3.23639
H 3.68560 4.56421 4.21392
H 1.94647 4.70489 4.97495
H 2.27633 3.42032 3.62376
H 5.86244 4.91715 2.72509
H 4.73478 6.42258 2.71921
H 6.19823 7.39492 1.18226
H 5.63992 6.23869 -0.19493
H 7.90817 5.70367 0.03668
H 7.79996 7.18229 2.64441
H 9.15717 7.03909 1.33755
H 10.36445 5.69456 2.95502
H 9.61347 3.21089 3.39951
H 7.77516 3.67562 2.89016
H 9.23383 3.65169 1.57037
H 8.60122 4.82930 4.84370
H 0.45723 2.11162 3.11950
H -1.45271 1.47839 5.07365
H -3.97398 2.88003 5.04018
H -4.46936 4.90542 3.08643
H -2.50762 5.51608 1.09801
C -2.58877 -5.39591 3.94106
O -2.63887 -4.52910 2.81960
C -3.72810 -4.82519 1.94477
C -4.17052 -3.56505 1.19555
O -4.93808 -2.65953 2.00107
C -4.21480 -1.95056 3.01719
C -3.28623 -0.86608 2.46300
O -2.11004 -1.45084 1.90636
C -1.58880 -0.69459 0.82154
H -2.34090 -6.41066 3.62408
H -1.81251 -5.03244 4.61947
H -3.54185 -5.38835 4.47970
H -4.57966 -5.22785 2.50701
H -3.38129 -5.57793 1.22926
H -4.84219 -3.87398 0.38687
H -3.33102 -3.05462 0.72214
H -3.69020 -2.63862 3.68042
H -4.98005 -1.45634 3.62589
H -2.96879 -0.20296 3.27477
H -3.82777 -0.27683 1.71132
H -2.35033 -0.55933 0.04544
H -0.75547 -1.24875 0.38587
H -1.22906 0.27607 1.17263
C -4.63133 4.09998 -7.38511
O -3.65505 4.40923 -6.40391
C -3.37945 5.80825 -6.32513
C -2.91257 6.18318 -4.91571
O -3.97734 6.24114 -3.95608
C -4.54503 4.98247 -3.56652
C -3.62224 4.14465 -2.67659
O -2.58964 3.54111 -3.45423
C -1.38385 3.37472 -2.72018
H -4.23964 4.29907 -8.38440
H -4.87599 3.03792 -7.30088
H -5.54757 4.67450 -7.21485
H -4.27151 6.39482 -6.57725
H -2.58736 6.02963 -7.04792
H -2.50396 7.19899 -4.95677
H -2.10455 5.53879 -4.56745
H -4.89567 4.42284 -4.43391
H -5.43542 5.23544 -2.98035
H -4.19502 3.33611 -2.21006
H -3.20118 4.78435 -1.88984
H -1.04382 4.33454 -2.31561
H -0.61609 3.00273 -3.40101
H -1.52687 2.65236 -1.91235
C -7.66967 -4.18741 0.48372
O -7.79905 -5.31246 -0.37013
C -8.88336 -6.16352 0.00318
C -9.42278 -6.91071 -1.21983
O -10.23246 -6.09496 -2.07829
C -9.53772 -5.09758 -2.84041
C -8.69395 -5.67640 -3.97994
O -7.49289 -6.25333 -3.47019
C -7.04426 -7.35263 -4.25168
H -7.36158 -4.50364 1.48208
H -6.90590 -3.52681 0.06517
H -8.61035 -3.62974 0.53533
H -9.69521 -5.58201 0.45724
H -8.50175 -6.88165 0.73632
H -10.08838 -7.70396 -0.86170
H -8.62834 -7.40376 -1.78124
H -8.95582 -4.44122 -2.19305
H -10.32180 -4.47637 -3.28728
H -8.40508 -4.87490 -4.66813
H -9.28796 -6.42030 -4.52698
H -7.82822 -8.11399 -4.33105
H -6.18489 -7.80189 -3.75069
H -6.74260 -7.01428 -5.24635
C 1.75879 -9.31738 1.58723
O 1.70869 -8.45057 0.46578
C 0.61946 -8.74666 -0.40906
C 0.17704 -7.48653 -1.15828
O -0.59052 -6.58100 -0.35275
C 0.13276 -5.87203 0.66337
C 1.06133 -4.78755 0.10917
O 2.23752 -5.37231 -0.44746
C 2.75876 -4.61606 -1.53228
H 2.00666 -10.33213 1.27026
H 2.53505 -8.95391 2.26564
H 0.80571 -9.30982 2.12588
H -0.23210 -9.14932 0.15318
H 0.96627 -9.49940 -1.12456
H -0.49463 -7.79545 -1.96696
H 1.01654 -6.97610 -1.63169
H 0.65736 -6.56009 1.32659
H -0.63249 -5.37781 1.27206
H 1.37877 -4.12443 0.92095
H 0.51979 -4.19830 -0.64251
H 1.99723 -4.48080 -2.30839
H 3.59209 -5.17022 -1.96796
H 3.11850 -3.64540 -1.18120

Results of the Löwdin charge analysis, in e, for atoms 1 through 99: number 1, C, carries -0.166; number 2, C, carries -0.278; number 3, C, carries -0.225; number 4, C, carries -0.202; number 5, C, carries -0.220; number 6, C, carries -0.211; number 7, C, carries -0.216; number 8, C, carries -0.254; number 9, C, carries -0.287; number 10, P, carries 0.458; number 11, C, carries -0.337; number 12, C, carries -0.187; number 13, O, carries -0.381; number 14, C, carries -0.252; number 15, C, carries -0.198; number 16, N, carries -0.123; number 17, C, carries -0.175; number 18, C, carries -0.342; number 19, C, carries -0.104; number 20, O, carries -0.152; number 21, O, carries -0.275; number 22, C, carries -0.279; number 23, O, carries -0.095; number 24, C, carries -0.032; number 25, C, carries -0.017; number 26, C, carries -0.085; number 27, C, carries -0.091; number 28, C, carries -0.075; number 29, C, carries 0.005; number 30, H, carries 0.074; number 31, H, carries 0.076; number 32, H, carries 0.076; number 33, H, carries 0.101; number 34, H, carries 0.102; number 35, H, carries 0.106; number 36, H, carries 0.105; number 37, H, carries 0.110; number 38, H, carries 0.108; number 39, H, carries 0.100; number 40, H, carries 0.097; number 41, H, carries 0.102; number 42, H, carries 0.099; number 43, H, carries 0.101; number 44, H, carries 0.109; number 45, H, carries 0.106; number 46, H, carries 0.108; number 47, H, carries 0.077; number 48, H, carries 0.081; number 49, H, carries 0.004; number 50, H, carries -0.001; number 51, H, carries 0.077; number 52, H, carries 0.073; number 53, H, carries 0.069; number 54, H, carries 0.065; number 55, H, carries 0.046; number 56, H, carries 0.119; number 57, H, carries 0.102; number 58, H, carries 0.114; number 59, H, carries 0.098; number 60, H, carries 0.109; number 61, H, carries 0.125; number 62, H, carries 0.117; number 63, H, carries 0.131; number 64, H, carries 0.080; number 65, H, carries 0.085; number 66, H, carries 0.088; number 67, H, carries 0.094; number 68, H, carries 0.097; number 69, H, carries 0.085; number 70, H, carries 0.076; number 71, H, carries 0.072; number 72, H, carries 0.104; number 73, C, carries -0.109; number 74, O, carries -0.221; number 75, C, carries -0.181; number 76, C, carries -0.165; number 77, O, carries -0.143; number 78, C, carries -0.167; number 79, C, carries -0.187; number 80, O, carries -0.210; number 81, C, carries -0.095; number 82, H, carries 0.084; number 83, H, carries 0.090; number 84, H, carries 0.084; number 85, H, carries 0.122; number 86, H, carries 0.124; number 87, H, carries 0.107; number 88, H, carries 0.120; number 89, H, carries 0.114; number 90, H, carries 0.124; number 91, H, carries 0.107; number 92, H, carries 0.129; number 93, H, carries 0.088; number 94, H, carries 0.084; number 95, H, carries 0.078; number 96, C, carries -0.115; number 97, O, carries -0.207; number 98, C, carries -0.193; number 99, C, carries -0.168